(1)
Here is a molecular structure, C23H34Br12O13 in a non-equilibrium geometry from the OMol25 dataset. Energies are from wB97M-V/def2-TZVPD.

Properties
**Gap between HOMO and LUMO**: 9.24 eV
**Charge**: 0

Element x y z (Å)
C: -2.241 2.256 0.351
C: -3.421 2.189 -0.584
C: -3.796 3.454 -1.314
O: -3.911 3.020 -2.669
C: -3.468 1.764 -2.822
O: -3.576 1.125 -3.824
O: -3.182 1.216 -1.608
H: -1.331 2.439 -0.224
H: -2.145 1.385 0.996
H: -2.413 3.092 1.038
H: -4.226 1.768 0.031
H: -2.974 4.175 -1.223
H: -4.693 4.000 -1.030
C: 1.931 0.621 4.354
C: 3.053 1.453 4.997
C: 3.442 0.958 6.375
O: 4.628 0.180 6.145
C: 5.062 0.390 4.891
O: 6.012 -0.069 4.373
O: 4.202 1.222 4.205
H: 1.632 0.927 3.350
H: 0.998 0.776 4.907
H: 2.156 -0.442 4.284
H: 2.733 2.472 5.214
H: 2.733 0.329 6.913
H: 3.691 1.778 7.052
C: 1.877 -3.029 2.255
C: 0.813 -4.078 1.985
C: -0.589 -3.718 2.523
O: -1.462 -3.909 1.389
C: -0.752 -4.021 0.274
O: -1.134 -4.025 -0.866
O: 0.550 -3.972 0.574
H: 1.857 -2.884 3.344
H: 1.592 -2.053 1.870
H: 2.846 -3.377 1.910
H: 1.173 -5.086 2.195
H: -0.772 -2.675 2.775
H: -0.843 -4.412 3.322
C: -4.737 -2.854 -3.833
C: -4.064 -3.141 -2.514
C: -3.220 -1.954 -1.942
O: -3.536 -2.061 -0.540
C: -4.526 -2.954 -0.314
O: -4.887 -3.239 0.780
O: -5.037 -3.322 -1.480
H: -5.095 -3.778 -4.282
H: -4.004 -2.404 -4.506
H: -5.520 -2.115 -3.674
H: -3.436 -4.031 -2.550
H: -3.679 -0.985 -2.136
H: -2.178 -2.033 -2.225
C: 0.497 -1.041 -0.199
C: 0.855 -0.199 0.969
O: 0.614 -0.596 2.095
C: 1.565 1.117 0.757
H: 1.354 -1.312 -0.819
H: -0.141 -0.482 -0.892
H: -0.155 -1.866 0.084
H: 0.926 1.916 1.129
H: 1.948 1.306 -0.264
H: 2.550 1.131 1.238
C: 0.724 -0.897 -4.840
Br: 0.893 -0.894 -6.771
Br: 0.210 -2.633 -4.095
Br: -0.494 0.452 -4.126
H: 1.740 -0.666 -4.548
C: 2.345 4.812 1.287
Br: 3.175 6.380 0.500
Br: 0.441 5.045 1.627
Br: 3.157 4.160 2.922
H: 2.418 4.020 0.555
C: 4.371 -0.289 -3.374
Br: 4.339 0.155 -5.284
Br: 3.756 -2.119 -3.094
Br: 3.248 0.893 -2.311
H: 5.370 -0.166 -2.980
C: 0.430 4.383 -3.659
Br: 1.554 3.587 -5.008
Br: 0.905 3.666 -1.838
Br: -1.475 4.371 -4.122
H: 0.741 5.396 -3.451

***

(2)
Here is a molecular structure, C23H34Cl2N3O3Pd in a non-equilibrium geometry from the OMol25 dataset. Energies are from wB97M-V/def2-TZVPD.

Properties
**2S+1**: 3
**Expectation value of S²**: 2.0085
**Energy above the lowest of the compared OMol25 structures with the same formula, charge and spin**: 0.8 kcal per mole
**Gap between HOMO and LUMO (spin up / spin down)**: 5.66 / 6.24 eV
**Charge**: -1

Element x y z (Å)
O: 0.929 -0.794 -3.388
C: 0.020 -0.011 -3.576
C: -0.037 1.461 -3.774
C: 0.224 2.367 -2.717
H: 0.248 2.036 -1.659
C: 0.419 3.712 -3.085
H: 0.821 4.405 -2.350
C: 0.145 4.098 -4.402
H: 0.326 5.133 -4.678
C: -0.455 3.223 -5.330
H: -0.721 3.551 -6.341
C: -0.644 1.901 -4.961
H: -1.155 1.182 -5.631
H: -1.035 -0.374 -3.476
C: -2.949 -1.048 -1.474
C: -2.492 0.238 -0.848
H: -3.663 -0.899 -2.320
H: -3.382 -1.619 -0.642
H: -2.045 -1.592 -1.836
C: -2.671 1.605 -0.992
C: -4.140 1.902 -0.772
H: -1.974 2.255 -1.500
H: -4.731 1.735 -1.704
H: -4.316 2.906 -0.371
H: -4.437 1.153 -0.026
Pd: -1.565 0.544 0.736
Cl: 0.272 2.008 0.966
Cl: -3.216 -0.308 2.251
H: 4.163 1.193 -2.098
H: 4.694 1.571 0.516
C: 3.130 1.318 -1.738
C: 3.607 1.551 0.662
N: 2.974 0.797 -0.399
H: 2.464 0.788 -2.422
C: 2.474 -0.432 -0.176
O: 2.425 -0.995 0.929
H: 3.363 1.088 1.615
H: 2.109 -0.898 -1.111
H: 2.893 2.387 -1.760
H: 3.236 2.578 0.642
H: -0.133 -5.360 1.206
H: 1.519 -5.324 -0.636
C: -0.772 -4.664 0.646
C: 0.921 -4.580 -1.177
N: 0.060 -3.860 -0.245
H: -1.312 -4.006 1.329
C: -0.037 -2.521 -0.256
O: -0.678 -1.882 0.575
H: 1.575 -3.839 -1.656
H: 0.502 -2.039 -1.116
H: -1.485 -5.265 0.062
H: 0.326 -5.097 -1.945
N: 0.288 -0.765 2.969
C: 0.306 -0.411 4.269
C: 1.526 -0.419 5.011
C: 1.509 -0.165 6.375
C: 0.304 0.142 7.032
C: -0.897 0.189 6.303
C: -0.903 -0.070 4.941
H: 1.136 -0.844 2.413
H: -0.596 -0.813 2.473
H: 2.453 -0.657 4.477
H: 2.443 -0.209 6.943
H: 0.299 0.341 8.105
H: -1.841 0.432 6.804
H: -1.819 -0.032 4.338

***

(3)
Here is 3 unconnected molecules or ions with the total composition C23H34F2N3O in a non-equilibrium geometry from the OMol25 dataset. Energies are from wB97M-V/def2-TZVPD.

Properties
**Gap between HOMO and LUMO**: 7.22 eV
**Charge**: +1

Element x y z (Å)
C: 1.445 -2.517 0.622
O: 0.116 -2.281 0.223
C: -0.271 -0.920 0.294
C: -1.781 -0.842 0.098
C: -2.278 0.425 -0.605
C: -2.583 1.613 0.331
C: -1.492 1.914 1.359
C: -0.177 2.368 0.692
C: 0.989 2.125 1.627
N: 2.376 2.271 1.061
C: 3.434 1.536 1.802
C: 4.396 1.188 0.654
N: 3.482 0.911 -0.483
C: 2.582 1.977 -0.242
N: 2.068 2.658 -1.240
H: 1.486 -3.429 1.213
H: 1.855 -1.701 1.229
H: 2.096 -2.651 -0.248
H: 0.023 -0.550 1.281
H: 0.250 -0.374 -0.508
H: -2.287 -1.018 1.047
H: -2.011 -1.689 -0.551
H: -1.532 0.744 -1.337
H: -3.183 0.208 -1.168
H: -3.554 1.524 0.816
H: -2.662 2.504 -0.301
H: -1.846 2.761 1.951
H: -1.334 1.096 2.062
H: -0.094 1.844 -0.255
H: -0.272 3.435 0.485
H: 0.912 2.850 2.437
H: 0.935 1.135 2.076
H: 3.032 0.671 2.328
H: 3.955 2.195 2.491
H: 5.113 0.401 0.843
H: 4.867 2.137 0.400
H: 2.934 0.065 -0.302
H: 1.916 2.189 -2.119
H: 1.799 3.621 -1.130
F: 3.591 -7.855 2.878
C: 3.632 -7.438 1.600
C: 2.527 -6.801 1.070
C: 2.575 -6.369 -0.247
C: 3.713 -6.584 -1.014
C: 4.809 -7.231 -0.460
C: 4.776 -7.660 0.859
H: 1.648 -6.653 1.684
H: 1.720 -5.865 -0.678
H: 3.744 -6.249 -2.042
H: 5.694 -7.405 -1.056
H: 5.620 -8.162 1.312
F: -4.721 2.017 -2.248
C: -5.228 3.259 -2.078
C: -6.145 3.470 -1.069
C: -6.658 4.747 -0.890
C: -6.256 5.785 -1.719
C: -5.334 5.547 -2.729
C: -4.809 4.276 -2.912
H: -6.452 2.645 -0.439
H: -7.376 4.929 -0.103
H: -6.662 6.777 -1.579
H: -5.023 6.353 -3.380
H: -4.088 4.070 -3.692

***

(4)
Here is a molecular structure, C23H34IN4O2SSe2Sn from the OMol25 dataset. Energies are from wB97M-V/def2-TZVPD.

Properties
**Gap between HOMO and LUMO**: 6.74 eV
**Charge**: +3

Element x y z (Å)
Sn: 0.554 0.370 0.226
I: -2.208 1.143 -0.820
C: -2.922 0.427 1.028
C: -4.260 0.577 1.236
C: -4.828 0.125 2.444
C: -4.032 -0.429 3.399
C: -2.634 -0.558 3.204
C: -1.822 -1.082 4.239
C: -0.471 -1.182 4.106
C: 0.136 -0.774 2.897
C: -0.631 -0.306 1.859
C: -2.034 -0.138 1.977
H: -4.895 1.033 0.488
H: -5.892 0.233 2.602
H: -4.455 -0.784 4.330
H: -2.301 -1.386 5.162
H: 0.141 -1.552 4.918
H: 1.215 -0.818 2.825
C: -0.401 4.249 0.639
Se: 0.627 2.944 1.650
C: 2.413 3.429 1.053
C: 2.519 3.540 -0.454
Se: 2.330 1.834 -1.392
C: 1.363 2.527 -2.926
H: 0.189 5.159 0.548
H: -1.294 4.458 1.221
H: -0.679 3.863 -0.337
H: 3.069 2.667 1.461
H: 2.670 4.382 1.513
H: 3.503 3.921 -0.727
H: 1.765 4.199 -0.878
H: 0.376 2.886 -2.649
H: 1.292 1.731 -3.662
H: 1.959 3.337 -3.341
N: -0.109 -1.398 -5.325
C: -0.860 -2.132 -4.508
N: -1.808 -2.911 -4.995
N: -0.694 -2.143 -3.180
C: -0.046 -1.485 -2.338
N: 0.521 -1.012 -1.418
H: -0.244 -1.405 -6.325
H: 0.646 -0.842 -4.964
H: -2.007 -2.966 -5.981
H: -2.355 -3.475 -4.364
C: 3.475 -3.001 4.132
C: 3.163 -4.165 3.193
C: 1.979 -3.920 2.259
S: 2.267 -2.972 0.764
O: 3.007 -1.647 1.320
C: 3.643 -3.860 -0.026
C: 5.016 -3.206 0.137
C: 6.069 -4.113 -0.500
H: 4.171 -3.324 4.904
H: 2.567 -2.657 4.635
H: 3.927 -2.158 3.612
H: 2.887 -5.040 3.784
H: 4.052 -4.452 2.628
H: 1.153 -3.408 2.760
H: 1.578 -4.850 1.838
H: 3.360 -3.928 -1.076
H: 3.628 -4.864 0.402
H: 5.240 -3.052 1.192
H: 5.024 -2.227 -0.344
H: 6.119 -5.079 0.004
H: 7.049 -3.646 -0.428
H: 5.859 -4.288 -1.556
O: 3.425 0.493 1.040
C: 2.593 -0.343 0.911